ORCA calculation (ωB97M-V with the def2-TZVPD basis set) on C38H50ClFeN3O4SbSe4 as an isolated structure in a non-equilibrium geometry.

```
102
Properties=species:S:1:pos:R:3:forces:R:3:mulliken_charge:R:1
Fe 0.479 -0.049 -0.370 3.95 -5.55 -2.01 0.94
C -1.528 0.980 5.106 0.01 0.01 0.03 -1.63
C -0.338 0.207 4.520 0.11 0.01 0.12 1.52
C 0.244 -0.693 5.619 -0.05 -0.06 -0.09 -1.60
C 0.715 1.156 3.967 0.05 0.09 -0.18 0.74
C 1.020 2.264 4.755 0.08 -0.03 0.06 -0.82
C 1.886 3.249 4.329 -0.02 0.05 0.02 -1.54
C 2.426 3.168 3.058 -0.01 -0.07 0.00 -0.65
C 2.149 2.093 2.226 -0.06 -0.02 -0.04 0.98
C 2.778 2.054 0.850 0.10 -0.10 -0.05 3.26
C 3.074 3.439 0.273 0.01 -0.07 0.11 -2.32
C 4.051 1.207 0.894 0.00 0.02 0.03 -1.46
C 1.333 1.042 2.699 0.05 0.05 0.20 -1.10
N 1.061 -0.061 1.854 -0.09 -0.58 -0.33 1.23
C 0.966 -1.227 2.390 0.58 0.55 0.17 -1.66
C 0.395 -2.447 1.896 -0.15 -0.61 -0.20 1.49
C 0.531 -3.525 2.793 -0.02 0.15 -0.11 -0.99
C 0.029 -4.776 2.545 -0.01 -0.23 0.10 -1.24
C -0.626 -5.005 1.333 0.02 0.05 0.08 -0.82
C -0.770 -3.996 0.418 0.03 0.12 -0.03 -1.25
C -0.285 -2.684 0.659 0.03 0.05 0.23 1.05
N -0.505 -1.733 -0.271 0.48 0.83 -0.27 1.33
C -1.297 -1.985 -1.432 -0.07 -0.01 -0.22 -1.37
C -0.662 -2.339 -2.636 0.03 -0.01 0.13 1.04
C -1.421 -2.431 -3.797 0.02 -0.02 -0.10 -0.52
C -2.791 -2.276 -3.775 0.01 -0.02 -0.02 -1.82
C -3.423 -2.028 -2.571 -0.02 -0.01 0.03 -0.60
C -2.703 -1.860 -1.394 0.25 -0.04 0.03 1.11
C -3.477 -1.639 -0.115 -0.08 -0.10 0.08 1.01
C -4.562 -0.580 -0.290 0.14 0.08 0.00 -1.46
C -4.123 -2.956 0.340 0.10 0.08 0.03 -1.60
C 0.804 -2.713 -2.710 0.13 -0.06 -0.12 1.69
C 1.581 -1.768 -3.629 0.03 0.10 -0.01 -1.19
C 0.952 -4.160 -3.198 -0.02 0.06 0.08 -1.73
H -2.438 0.386 5.051 -0.04 -0.03 0.00 0.37
H -1.705 1.907 4.569 -0.16 0.02 -0.12 0.34
H -1.359 1.231 6.157 0.02 0.00 -0.01 0.37
H -0.714 -0.422 3.712 -0.03 0.06 0.01 -0.04
H 0.611 -0.077 6.443 -0.01 -0.01 0.02 0.41
H 1.078 -1.302 5.267 -0.02 0.00 0.08 0.37
H -0.528 -1.362 6.003 0.01 0.00 0.04 0.39
H 0.545 2.359 5.723 0.00 0.00 0.01 0.33
H 2.108 4.098 4.963 -0.01 -0.01 0.01 0.36
H 3.072 3.960 2.705 -0.01 0.02 -0.01 0.37
H 2.078 1.588 0.156 0.00 -0.07 0.07 -1.40
H 3.962 3.873 0.737 -0.01 0.08 -0.03 0.50
H 2.230 4.114 0.428 0.00 0.03 -0.04 0.42
H 3.266 3.356 -0.798 0.05 -0.02 0.00 0.47
H 4.740 1.634 1.627 0.05 0.01 -0.04 0.37
H 4.542 1.187 -0.080 0.00 0.03 0.03 0.29
H 3.834 0.181 1.194 -0.02 0.04 0.02 0.30
H 1.392 -1.324 3.391 -0.17 -0.11 -0.03 0.67
H 1.058 -3.344 3.723 -0.02 0.02 0.01 0.39
H 0.141 -5.568 3.273 0.02 0.00 -0.02 0.38
H -1.032 -5.985 1.114 0.03 -0.01 -0.04 0.43
H -1.266 -4.173 -0.527 0.01 -0.09 0.04 0.84
H -0.923 -2.645 -4.735 0.01 -0.04 0.01 0.38
H -3.368 -2.377 -4.686 0.00 0.02 0.00 0.36
H -4.504 -1.971 -2.539 0.03 0.05 -0.03 0.32
H -2.788 -1.309 0.666 0.03 0.05 -0.04 -0.16
H -5.324 -0.899 -1.005 0.00 0.00 0.05 0.29
H -4.130 0.352 -0.657 -0.06 0.12 0.01 0.16
H -5.052 -0.385 0.660 -0.04 0.12 0.12 0.42
H -4.791 -3.328 -0.441 -0.03 -0.03 0.03 0.33
H -4.707 -2.790 1.248 -0.01 -0.03 0.01 0.45
H -3.370 -3.717 0.545 -0.05 -0.02 0.01 0.33
H 1.235 -2.675 -1.709 -0.23 0.00 -0.15 -0.91
H 1.208 -1.830 -4.655 -0.03 -0.03 -0.02 0.44
H 2.639 -2.031 -3.636 -0.10 -0.03 -0.06 0.32
H 1.483 -0.733 -3.306 0.01 -0.08 -0.04 -0.19
H 0.634 -4.256 -4.239 0.00 -0.03 -0.03 0.33
H 0.350 -4.843 -2.595 0.03 -0.03 0.01 0.34
H 1.997 -4.466 -3.131 0.00 -0.01 0.00 0.43
O -0.341 1.375 -4.363 -0.08 0.01 -0.08 -0.86
C -0.141 1.639 -3.164 0.14 0.01 -0.03 -0.09
O 0.493 0.977 -2.310 0.43 -0.14 -0.23 -0.47
C -0.753 2.959 -2.662 0.31 -0.49 0.49 0.97
N -1.562 3.512 -3.780 -0.23 0.11 -0.03 0.06
C -1.039 4.868 -4.110 0.30 0.15 -0.07 -0.63
C 0.393 4.846 -3.587 -0.05 -0.07 0.20 -0.84
C 0.251 4.042 -2.290 0.04 0.06 -0.16 0.17
H -1.404 2.689 -1.842 -0.20 0.17 0.09 -1.20
H -2.542 3.569 -3.491 -0.05 -0.18 0.03 0.32
H -1.381 2.781 -4.517 -0.06 0.05 0.01 0.52
H -1.632 5.586 -3.545 -0.05 0.00 -0.06 0.30
H -1.125 5.060 -5.178 -0.09 -0.02 0.03 0.42
H 0.770 5.851 -3.405 0.02 0.01 -0.11 0.44
H 1.058 4.331 -4.283 -0.04 0.04 -0.04 0.32
H -0.158 4.672 -1.499 0.02 -0.03 0.07 0.25
H 1.190 3.609 -1.953 -0.05 -0.02 0.06 -0.46
Se -1.286 4.850 1.725 0.48 0.21 -0.22 -0.37
Sb -2.568 2.898 0.975 -2.08 0.08 0.45 1.07
Se -4.274 2.408 2.638 0.64 -0.33 -0.21 -0.65
Se -3.799 3.942 -0.877 0.60 0.08 -0.32 -0.63
Se -0.923 1.157 0.266 -5.68 5.37 2.81 0.33
Cl 4.719 -2.710 -2.298 0.21 -0.18 -0.01 -0.22
C 4.392 -1.568 -0.969 -0.15 0.05 0.04 -0.39
C 2.969 -1.765 -0.428 -0.03 -0.04 0.38 0.33
O 2.717 -2.762 0.223 0.11 0.04 -0.17 -0.63
O 2.167 -0.793 -0.697 0.76 0.34 -0.48 -0.15
H 4.544 -0.566 -1.353 -0.02 -0.05 -0.04 0.04
H 5.098 -1.800 -0.176 0.01 0.05 -0.01 0.42
```
Forces are in eV/Å.

Computed properties:
⟨S²⟩: 6.1555
LUMO level (spin up / spin down), eV: 0.14 / -0.04
Spin multiplicity: 5
Total charge: -1
Highest occupied orbital energy (spin up / spin down), eV: -5.0 / -5.0
Kohn-Sham gap (spin up / spin down), eV: 5.098 / 4.934
DFT total energy, eV: -367713.62716



ORCA calculation (ωB97M-V with the def2-TZVPD basis set) on C38H50IN5O5SSi4Ti as an isolated structure in a non-equilibrium geometry.

```
105
Properties=species:S:1:pos:R:3:forces:R:3:mulliken_charge:R:1
Ti 0.627 -0.267 1.745 -0.21 -1.27 0.46 -0.82
C 2.674 -5.273 3.419 0.02 -0.08 -0.04 -0.49
C 2.885 -4.947 2.088 -0.01 0.02 -0.01 -0.84
C 2.779 -3.628 1.670 -0.05 0.06 0.14 0.26
C 2.444 -2.626 2.579 -0.01 -0.22 -0.25 -0.99
C 2.225 -2.963 3.913 0.05 -0.04 -0.06 0.20
C 2.345 -4.278 4.328 -0.03 0.04 0.08 -0.86
N 2.324 -1.274 2.164 0.06 0.65 0.18 1.37
C 3.404 -0.467 2.531 0.08 0.08 -0.03 0.08
C 4.695 -0.899 2.807 0.00 -0.03 0.01 -0.52
C 5.660 0.014 3.238 0.03 -0.01 0.01 -0.88
C 5.333 1.349 3.411 0.02 0.00 0.00 -0.58
C 4.043 1.797 3.129 0.08 -0.02 -0.15 -0.41
C 3.098 0.904 2.647 0.04 0.10 0.15 -0.38
N 1.776 1.196 2.350 0.08 0.19 0.12 1.54
N 1.331 2.430 2.815 -0.02 -0.05 -0.13 -0.99
C 0.034 2.421 2.821 0.08 0.26 0.25 -0.41
C -0.731 3.514 3.375 -0.01 0.01 -0.21 -0.87
C -2.070 3.395 3.509 0.01 0.02 0.01 -0.24
C -2.726 2.192 3.101 0.02 -0.10 -0.06 -0.86
C -1.969 1.206 2.549 -0.12 0.08 -0.08 -0.37
N -0.629 1.300 2.360 0.17 -0.18 -0.02 0.82
H 2.724 -6.307 3.737 0.00 0.00 0.00 0.33
H 3.084 -5.721 1.358 0.00 -0.01 0.01 0.40
H 2.913 -3.368 0.627 0.02 0.00 -0.01 0.37
H 1.939 -2.181 4.606 0.00 0.01 0.00 0.37
H 2.143 -4.534 5.361 0.00 0.00 0.00 0.33
H 4.937 -1.951 2.719 0.00 0.01 0.00 0.43
H 6.663 -0.335 3.459 0.00 0.00 0.00 0.36
H 6.080 2.052 3.763 0.00 -0.01 0.01 0.34
H 3.760 2.831 3.262 -0.01 0.00 0.01 0.47
H -0.187 4.392 3.698 -0.01 0.00 0.00 0.47
H -2.645 4.206 3.944 -0.01 -0.01 0.00 0.33
H -3.794 2.062 3.211 0.00 0.00 0.01 0.46
H -2.399 0.264 2.228 -0.07 0.02 0.02 0.27
O -0.010 -5.719 0.505 -0.02 0.00 0.05 -0.84
C -0.099 -4.487 0.719 0.03 -0.19 -0.22 -0.03
C 0.259 -3.408 -0.192 -0.02 0.12 0.10 -0.42
O 0.822 -3.445 -1.293 -0.01 -0.06 -0.09 -0.88
C -0.122 -2.119 0.485 0.02 0.09 -0.12 2.01
C -0.490 -2.355 1.776 0.10 0.02 0.04 0.81
O -0.649 -1.380 2.677 -0.26 0.12 -0.19 -1.18
C -0.548 -3.853 1.994 0.06 0.27 0.08 0.07
O -0.914 -4.371 3.029 -0.01 -0.14 0.00 -0.75
O 0.052 -0.880 -0.013 0.01 0.28 -0.06 -0.05
C 1.612 3.268 -2.483 0.13 0.09 0.01 -1.25
S 1.013 2.673 -0.889 -0.14 -0.13 -0.04 0.62
C 0.706 4.234 -0.030 -0.02 0.13 -0.01 -1.20
H 0.816 3.617 -3.143 -0.03 -0.01 0.04 0.31
H 2.124 2.433 -2.962 -0.02 -0.03 0.01 0.27
H 2.343 4.064 -2.332 0.00 -0.02 0.00 0.43
H 0.976 5.069 -0.676 0.02 -0.01 0.01 0.48
H 1.305 4.255 0.879 0.01 0.00 0.01 0.40
H -0.345 4.332 0.244 0.00 -0.04 -0.02 0.08
I 4.781 2.961 -0.295 0.01 0.06 0.01 0.00
C 4.483 0.994 -0.993 0.14 -0.14 -0.07 -0.34
C 5.418 0.472 -1.881 -0.01 -0.03 -0.01 -0.49
C 5.202 -0.820 -2.333 -0.07 -0.07 0.01 -0.55
C 4.080 -1.518 -1.901 0.09 0.10 -0.03 -1.03
C 3.221 -0.892 -1.012 0.01 -0.01 -0.07 -0.32
N 3.437 0.347 -0.560 -0.24 0.06 0.08 0.51
H 6.270 1.058 -2.191 0.01 -0.02 -0.02 0.44
H 5.902 -1.274 -3.025 0.00 0.00 0.00 0.37
H 3.854 -2.520 -2.239 0.01 -0.01 -0.01 0.59
H 2.323 -1.388 -0.666 0.02 0.01 -0.02 0.57
C -4.880 2.392 -2.601 0.04 0.06 0.02 -1.18
Si -3.192 2.460 -1.737 0.25 -0.04 0.12 0.71
C -3.445 3.436 -0.141 -0.06 0.03 -0.16 -0.57
C -2.106 3.554 -2.831 -0.17 0.08 0.03 -0.73
Si -2.214 0.363 -1.364 -0.35 0.07 -0.10 0.73
Si -4.009 -1.014 -0.765 0.16 0.10 0.09 0.39
C -5.183 -0.111 0.415 -0.04 -0.13 -0.04 -1.08
C -3.537 -2.633 0.058 -0.22 0.02 -0.06 -0.84
C -5.038 -1.452 -2.298 -0.01 -0.07 0.07 -1.11
Si -1.381 -0.445 -3.387 0.21 0.00 0.16 0.38
C -1.483 -2.317 -3.495 -0.04 0.04 -0.05 -0.80
C 0.422 0.062 -3.620 -0.12 -0.04 -0.16 -0.50
C -2.382 0.251 -4.843 0.05 -0.09 -0.01 -1.11
H -5.224 3.425 -2.724 -0.07 -0.02 -0.04 0.36
H -5.632 1.849 -2.026 0.02 -0.01 0.02 0.30
H -4.816 1.934 -3.590 0.03 -0.01 -0.02 0.29
H -3.764 4.451 -0.402 -0.01 0.01 0.06 0.42
H -2.527 3.500 0.444 0.05 -0.01 -0.02 -0.27
H -4.201 2.996 0.512 -0.02 -0.05 -0.02 0.25
H -2.670 4.466 -3.061 0.09 0.03 -0.04 0.42
H -1.812 3.088 -3.773 -0.02 -0.02 0.04 0.23
H -1.198 3.831 -2.296 0.00 0.00 0.05 -0.15
H -4.724 0.041 1.393 0.05 0.01 0.02 0.21
H -6.074 -0.733 0.555 -0.01 0.04 0.05 0.40
H -5.504 0.863 0.042 0.02 -0.01 -0.03 0.21
H -3.117 -2.484 1.052 0.00 0.05 0.03 0.12
H -2.815 -3.220 -0.511 0.02 0.02 -0.06 0.23
H -4.454 -3.225 0.160 0.07 -0.07 0.05 0.53
H -5.336 -0.580 -2.881 0.00 0.05 0.03 0.23
H -5.944 -1.965 -1.958 -0.03 -0.01 -0.06 0.40
H -4.496 -2.132 -2.959 -0.04 0.04 0.03 0.31
H -0.779 -2.792 -2.809 0.07 0.03 0.00 0.12
H -1.219 -2.603 -4.519 0.02 -0.09 0.03 0.41
H -2.480 -2.710 -3.284 0.05 0.05 -0.03 0.08
H 0.956 0.060 -2.670 -0.02 -0.05 0.08 -0.34
H 0.500 1.060 -4.061 -0.01 0.00 0.02 0.33
H 0.919 -0.649 -4.287 0.02 0.03 -0.02 0.44
H -3.422 -0.082 -4.796 -0.02 -0.01 0.01 0.25
H -1.949 -0.129 -5.774 -0.03 0.02 -0.03 0.37
H -2.378 1.341 -4.886 0.02 -0.03 0.02 0.26
```
Forces are in eV/Å.

Computed properties:
⟨S²⟩: 2.0163
LUMO level (spin up / spin down), eV: 3.58 / 3.58
Spin multiplicity: 3
Total charge: -2
Highest occupied orbital energy (spin up / spin down), eV: -0.6 / -1.6
Kohn-Sham gap (spin up / spin down), eV: 4.164 / 5.164
DFT total energy, eV: -131472.57739



ORCA calculation (ωB97M-V with the def2-TZVPD basis set) on C38H50N11O4Se2Sr as an isolated structure in a non-equilibrium geometry.

```
106
Properties=species:S:1:pos:R:3:forces:R:3:mulliken_charge:R:1
Sr -1.649 0.783 -0.356 -0.96 -0.14 0.45 2.43
C 4.710 2.270 -2.020 0.22 0.22 -0.06 -1.84
C 4.026 1.106 -1.303 -0.21 0.14 0.05 0.58
C 4.581 0.931 0.157 0.06 0.03 -0.04 -1.59
C 3.709 1.099 1.415 -0.34 -0.06 -0.06 1.95
C 3.121 2.507 1.606 -0.06 -0.04 0.13 -1.51
C 4.568 0.789 2.645 0.03 0.01 0.14 -2.05
N 2.545 0.107 1.377 0.77 -0.27 0.66 2.36
C 2.974 -1.341 1.344 -0.18 0.47 0.05 0.36
C 1.996 -2.274 2.033 -0.23 -0.02 0.05 -2.58
N 0.819 -2.593 1.257 -0.16 0.10 -0.04 1.74
C -0.439 -2.282 1.951 0.13 -0.09 -0.51 0.37
C -1.689 -2.771 1.197 0.17 0.23 -0.57 0.26
O -2.423 -3.574 1.717 -0.20 -0.24 0.35 -0.68
O -1.042 -1.288 -0.632 0.39 -2.05 0.00 -1.31
C 0.850 -3.904 0.596 -0.33 0.10 0.02 -0.07
C 0.772 -5.061 1.593 0.03 -0.21 0.10 -1.93
C 2.038 -4.080 -0.339 0.34 0.00 0.21 -1.70
C 2.042 -3.339 -1.685 -0.23 0.10 -0.04 2.03
C 3.364 -3.693 -2.360 0.24 -0.12 -0.15 -2.12
C 0.870 -3.835 -2.539 -0.26 -0.12 -0.10 -1.69
N 1.964 -1.884 -1.486 0.27 -0.06 0.06 2.43
C 2.312 -1.093 -2.652 -0.08 -0.01 0.07 -1.77
C 1.953 0.365 -2.497 0.05 0.15 0.05 -0.85
N 2.570 1.128 -1.399 -0.27 -0.11 0.14 1.16
C 1.897 2.425 -1.372 0.20 0.12 -0.03 -1.30
C 0.549 2.347 -0.649 -0.33 0.26 0.18 0.84
O 0.438 1.348 0.155 2.06 0.96 0.35 -0.40
O -0.341 3.189 -0.860 1.00 -0.63 0.21 -0.66
H 5.786 2.077 -2.119 -0.17 0.06 0.02 0.45
H 4.592 3.213 -1.470 0.02 -0.15 -0.13 0.36
H 4.298 2.410 -3.029 0.07 -0.06 0.23 0.36
H 4.340 0.204 -1.821 -0.02 -0.11 -0.05 0.04
H 5.410 1.635 0.308 -0.05 -0.07 -0.05 0.67
H 5.033 -0.066 0.228 -0.04 0.10 -0.05 0.19
H 3.798 3.249 1.176 -0.02 -0.04 0.08 0.23
H 3.011 2.728 2.673 0.03 -0.04 -0.11 0.52
H 2.139 2.623 1.159 0.06 -0.08 -0.03 0.34
H 5.169 1.670 2.879 -0.01 -0.08 -0.03 0.51
H 5.251 -0.050 2.495 -0.06 0.08 0.04 0.46
H 3.937 0.580 3.521 0.12 0.07 -0.17 0.35
H 1.951 0.361 0.575 -0.52 0.17 -0.77 -1.80
H 1.942 0.286 2.184 0.09 -0.01 -0.01 0.13
H 3.953 -1.413 1.805 0.02 0.01 0.15 0.35
H 3.029 -1.595 0.294 0.06 -0.07 -0.32 -0.06
H 1.672 -1.845 2.982 0.07 0.13 0.25 0.52
H 2.566 -3.167 2.307 0.02 -0.11 0.02 0.41
H -0.522 -1.201 2.061 0.00 0.21 -0.13 -0.87
H -0.498 -2.711 2.953 0.02 -0.26 0.22 0.60
H -0.040 -3.947 -0.041 0.01 0.03 0.15 0.53
H 1.673 -5.108 2.218 -0.11 -0.04 -0.06 0.29
H 0.689 -6.018 1.065 0.01 0.13 0.08 0.51
H -0.100 -4.964 2.248 0.10 0.01 -0.11 0.35
H 2.072 -5.147 -0.580 0.06 0.01 0.00 0.69
H 2.983 -3.868 0.191 -0.19 -0.04 -0.08 0.10
H 3.523 -4.776 -2.315 -0.01 0.13 -0.04 0.42
H 4.203 -3.202 -1.847 -0.13 -0.10 -0.07 0.39
H 3.383 -3.399 -3.415 0.00 -0.03 0.17 0.35
H 0.862 -4.931 -2.604 0.01 0.15 -0.02 0.38
H 0.934 -3.441 -3.558 -0.02 -0.03 0.11 0.49
H -0.088 -3.501 -2.117 0.23 -0.03 -0.10 0.13
H 1.035 -1.643 -1.125 -0.13 0.05 -0.10 -1.45
H 1.808 -1.410 -3.578 -0.08 -0.05 0.05 0.58
H 3.379 -1.198 -2.856 0.11 -0.03 -0.01 0.58
H 0.875 0.420 -2.339 -0.14 0.02 0.00 -0.06
H 2.134 0.858 -3.464 0.09 0.07 -0.06 0.30
H 1.726 2.815 -2.381 -0.03 0.07 -0.03 0.38
H 2.487 3.175 -0.844 0.04 -0.05 -0.05 0.41
Se -4.906 4.767 6.582 -0.05 0.03 0.00 0.08
N -5.095 4.663 4.768 0.86 -0.61 0.92 -0.92
C -4.152 3.805 4.407 -0.28 0.16 -0.55 1.27
C -3.919 3.428 3.020 -0.29 0.24 -0.31 0.49
C -4.696 3.987 1.980 -0.04 0.04 0.57 -0.75
C -4.445 3.670 0.679 0.07 -0.08 -0.23 -1.34
C -3.393 2.772 0.417 0.03 0.23 -0.40 -0.17
N -2.668 2.201 1.358 -0.75 0.79 1.27 0.27
C -2.913 2.515 2.662 0.03 -0.07 -0.69 -1.16
C -2.082 1.919 3.694 0.13 -0.11 0.07 -0.09
N -1.135 1.015 3.331 -0.14 0.11 0.19 0.13
C -0.375 0.502 4.274 -0.21 0.15 0.25 0.31
C -0.472 0.839 5.639 0.38 -0.39 -0.30 -1.18
C -1.429 1.732 6.013 -0.70 0.56 -0.07 -1.10
C -2.283 2.301 5.039 0.87 -0.68 0.27 0.27
C -3.312 3.235 5.427 -0.04 0.17 0.81 1.18
N -3.514 3.595 6.696 -0.63 0.31 -1.56 -0.91
H -5.485 4.678 2.257 0.04 -0.03 -0.06 0.49
H -5.013 4.094 -0.139 0.06 -0.07 0.08 0.52
H -3.126 2.547 -0.631 -0.47 0.40 0.57 0.68
H 0.344 -0.255 3.973 0.03 0.00 -0.09 0.22
H 0.188 0.374 6.362 -0.05 0.04 -0.06 0.46
H -1.572 2.023 7.048 0.04 -0.04 -0.09 0.48
C -1.959 -2.224 -0.219 0.60 0.09 0.30 -0.64
H -1.992 -3.132 -0.852 -0.06 -0.05 -0.08 0.13
H -3.011 -1.867 -0.220 0.10 -0.02 0.08 0.31
Se -5.349 -0.087 -2.107 -0.83 -0.44 0.66 -0.08
N -5.205 0.511 -3.803 0.41 0.16 -0.04 -1.04
C -3.955 0.956 -3.913 0.26 0.14 -0.25 0.52
C -3.384 1.534 -5.064 -0.31 -0.14 0.17 -0.76
C -2.062 1.971 -5.014 0.46 -0.04 0.55 -0.82
C -1.319 1.830 -3.851 0.17 0.26 -0.82 -0.25
N -1.780 1.265 -2.718 -1.44 -0.26 -0.56 -0.06
C -3.083 0.841 -2.726 0.59 0.35 -0.71 0.55
N -3.644 0.312 -1.628 -0.59 0.05 -0.60 -0.60
H -3.982 1.639 -5.961 -0.01 -0.01 0.03 0.39
H -1.603 2.433 -5.879 0.05 0.02 -0.01 0.38
H -0.298 2.192 -3.819 0.04 0.02 0.03 0.13
```
Forces are in eV/Å.

Computed properties:
LUMO level, eV: 0.93
Total charge: -1
Highest occupied orbital energy, eV: -0.9
Kohn-Sham gap, eV: 1.863
DFT total energy, eV: -196328.17665